(1)
# C4H7NS

C4H7NS in the gas phase at a distorted geometry (ωB97M-V/def2-TZVPD, the Open Molecules 2025 dataset).

The calculation puts the lowest unoccupied orbital energy at 0.0311 Ha. The calculation puts the relative energy (zero: lowest compared OMol25 entry of this formula, charge and spin) at 424.71 kJ/mol. The HOMO-LUMO gap is 9.7 eV. The calculation puts the strongest force on any atom at 0.0887 hartree/bohr. As for the SMILES: C1NC[C@@H]2S[C@@H]12. The calculation puts the highest occupied orbital energy at -0.3260 Eh.

```
! wB97M-V def2-TZVPD RIJCOSX def2/J DEFGRID3
* xyz 0 1
H -0.056 1.365 0.886
N 0.987 -0.430 -0.726
H 1.853 0.159 -1.006
C -0.481 0.290 1.033
H 1.592 -0.146 1.608
S -2.197 0.396 1.317
H -0.639 -0.045 -2.275
C -0.258 0.364 -1.252
H -1.257 -1.235 -0.359
C -1.151 -0.173 -0.144
H -0.022 1.491 -1.154
C 0.873 -0.507 0.865
H 0.757 -1.529 1.206
*
```

From a natural (NBO) analysis of the wavefunction, the atomic charges in e read: H 0.19; N -0.64; H 0.37; C -0.41; H 0.21; S 0.21; H 0.22; C -0.25; H 0.23; C -0.29; H 0.20; C -0.23; H 0.19


(2)
# C31H32ClN2PSTc

A molecular structure, C31H32ClN2PSTc at a distorted geometry (ωB97M-V/def2-TZVPD, the Open Molecules 2025 dataset).

The calculation puts the lowest unoccupied orbital energy (spin up / spin down) at -0.5088 / -0.5482 Ha. The HOMO-LUMO gap (spin up / spin down) is 6.0 / 4.8 eV. The calculation puts the strongest force on any atom at 0.0297 hartree/bohr. The calculation puts the highest occupied orbital energy (spin up / spin down) at -0.7276 / -0.7230 Eh.

```
! wB97M-V def2-TZVPD RIJCOSX def2/J DEFGRID3
* xyz 4 4
H -1.604 -2.198 -2.512
C -1.599 -3.968 -1.319
C -1.389 -1.765 -0.396
H -1.578 -5.584 0.126
C -3.722 -0.172 0.945
H -5.608 -0.269 1.949
H -2.582 1.173 -6.003
C -1.520 -2.607 -1.512
C -0.363 2.265 2.706
H -0.243 1.286 -5.196
H -3.635 -1.250 0.890
H -0.200 1.519 3.484
C -1.049 1.026 -4.518
H 1.942 0.828 2.714
C 0.638 3.027 0.498
H 4.272 -2.666 -1.170
C -3.127 0.383 -2.747
C 3.005 1.595 0.995
H 3.809 2.640 -0.701
C -1.813 0.425 -2.285
H -1.338 -4.098 2.108
C -1.286 -2.318 0.925
N 3.709 -2.983 0.854
C 1.850 1.421 1.813
H -4.420 0.610 -4.442
H 4.829 0.595 0.427
C -5.000 1.764 1.602
H -2.188 2.728 -0.016
H 0.882 4.140 -2.078
C 2.960 -3.049 2.930
S 2.012 -1.344 -0.480
H -0.332 3.251 3.180
C 1.727 4.286 -1.398
C -1.514 -4.511 -0.009
C 0.706 2.223 1.660
H -1.221 -1.654 1.784
H -4.174 3.680 1.075
C 2.925 2.474 -0.093
C 1.770 3.243 -0.333
H 2.776 -3.243 3.978
C -3.397 0.645 -4.086
C 2.644 -2.163 0.903
C -2.912 2.066 0.456
C -1.362 -3.674 1.110
C 4.550 -3.299 -0.337
H 4.144 0.051 1.991
C -2.368 0.960 -4.962
N 2.190 -2.206 2.169
H 4.931 1.618 1.848
H -3.939 0.151 -2.064
C -2.745 0.676 0.411
H 4.720 -4.233 2.293
H -0.232 3.660 0.356
C 4.288 0.901 1.323
H 5.593 -3.133 -0.087
Tc 0.924 0.760 -0.262
C -4.036 2.605 1.050
H 2.649 4.334 -1.973
H 1.363 -1.732 2.496
P -1.398 0.033 -0.572
C -4.846 0.382 1.543
H -1.362 2.140 2.291
H -5.881 2.188 2.062
H 1.566 5.259 -0.921
Cl 0.854 0.856 -2.601
C -0.826 0.756 -3.194
C 3.916 -3.537 2.096
H 4.408 -4.341 -0.610
H -1.748 -4.627 -2.167
*
```

From a Mulliken analysis of the wavefunction, the atomic charges in e read: H 0.46; C -0.82; C 0.63; H 0.49; C -0.40; H 0.50; H 0.47; C -0.74; C -1.22; H 0.52; H 0.44; H 0.46; C -0.68; H 0.80; C -0.90; H 0.33; C -0.16; C 1.03; H 0.65; C -0.99; H 0.57; C -0.45; N 0.08; C -1.35; H 0.49; H 0.45; C -0.73; H 0.40; H 0.32; C -0.42; S -0.37; H 0.39; C -1.41; C -0.70; C 1.11; H 0.89; H 0.49; C -1.14; C 1.02; H 0.50; C -0.92; C 0.37; C -0.80; C -1.01; C -0.86; H 0.34; C -0.55; N 0.32; H 0.42; H 0.55; C 0.85; H 0.54; H 0.84; C -1.54; H 0.37; Tc -0.25; C -0.60; H 0.43; H 0.14; P 2.35; C -0.70; H 0.20; H 0.47; H 0.40; Cl -0.03; C 1.12; C -0.33; H 0.39; H 0.50


(3)
# C5H12N3S

2 unconnected molecules or ions with the total composition C5H12N3S at a distorted geometry (ωB97M-V/def2-TZVPD, the Open Molecules 2025 dataset).

The calculation puts the lowest unoccupied orbital energy (spin up / spin down) at -0.1554 / -0.1553 Ha. The calculation puts the relative energy (zero: lowest compared OMol25 entry of this formula, charge and spin) at 398.12 kJ/mol. The HOMO-LUMO gap (spin up / spin down) is 7.9 / 7.9 eV. The calculation puts the strongest force on any atom at 0.0617 hartree/bohr. The calculation puts the highest occupied orbital energy (spin up / spin down) at -0.4461 / -0.4461 Eh.

```
! wB97M-V def2-TZVPD RIJCOSX def2/J DEFGRID3
* xyz 1 1
H -2.701 0.422 1.094
H 2.646 -0.572 -2.024
H -0.963 0.300 -2.380
C -1.710 0.748 0.718
C -0.780 -1.637 1.172
H -2.483 1.286 -1.180
C 2.110 -0.074 -0.028
N -0.857 -0.372 0.445
H -1.375 2.562 -0.468
N -0.233 -0.424 -0.641
H 0.178 -1.518 1.663
H 0.405 1.179 -1.717
S 2.895 -0.128 1.500
C -0.499 0.705 -1.428
H -1.361 1.312 1.522
H 3.880 -0.243 -0.949
H -1.579 -2.000 1.736
C -1.607 1.485 -0.557
N 2.876 -0.278 -1.095
H 1.798 -0.334 2.150
H -0.642 -2.419 0.468
*
```

From a natural (NBO) analysis of the wavefunction, the atomic charges in e read: H 0.25; H 0.42; H 0.25; C -0.27; C -0.43; H 0.24; C -0.08; N -0.02; H 0.26; N 0.04; H 0.22; H 0.26; S 0.12; C -0.27; H 0.24; H 0.38; H 0.25; C -0.44; N -0.76; H 0.11; H 0.25


(4)
# C20H31F3N2O4S

2 unconnected molecules or ions with the total composition C20H31F3N2O4S at a distorted geometry (ωB97M-V/def2-TZVPD, the Open Molecules 2025 dataset).

The calculation puts the lowest unoccupied orbital energy (spin up / spin down) at 0.1000 / 0.0998 Ha. The HOMO-LUMO gap (spin up / spin down) is 8.6 / 9.0 eV. The calculation puts the strongest force on any atom at 0.0248 hartree/bohr. The calculation puts the highest occupied orbital energy (spin up / spin down) at -0.2167 / -0.2312 Eh.

```
! wB97M-V def2-TZVPD RIJCOSX def2/J DEFGRID3
* xyz -1 2
C -0.429 0.178 0.982
H -3.818 -1.307 -0.945
C -1.784 -1.999 -0.646
O -4.236 4.397 -0.234
C 0.373 -0.531 -0.120
H 4.035 -1.732 2.612
H -1.497 -3.783 -1.783
H -0.829 -0.561 -1.963
H 4.778 -1.020 0.234
H 3.297 -3.608 0.353
H 0.100 -1.994 -1.647
N 2.450 0.378 -1.102
H 0.012 0.043 1.961
H -1.625 -0.473 3.245
C -2.314 6.099 0.067
C 4.007 -2.961 0.868
H -0.553 -3.792 -0.310
S -2.810 4.328 -0.017
C -1.513 -3.514 -0.727
C 3.090 1.324 -1.804
H -3.406 -2.678 -1.946
H 4.127 -1.958 -1.067
C 4.699 -2.033 -0.149
H -0.631 1.734 -1.262
C -0.531 -1.245 -1.174
C -1.917 -0.236 1.103
C -2.346 -0.037 2.560
H 4.158 1.193 -1.938
F -2.938 6.739 1.069
H -2.549 0.576 -0.812
N -2.099 -1.663 0.765
C -3.023 -1.747 -1.541
H 2.719 -0.226 1.378
H 3.049 3.174 -2.902
C 0.429 1.631 -1.435
C 3.284 -2.224 1.991
H 1.879 -2.003 -0.408
H -2.814 -1.052 -2.348
C -2.773 0.690 0.247
F -0.992 6.235 0.268
F -2.612 6.750 -1.070
H -3.833 0.569 0.455
H 0.705 -2.427 0.825
H -2.334 -4.056 -0.268
H -2.481 1.698 0.511
C 2.233 -1.178 1.574
O -2.032 3.825 -1.134
H -0.450 1.250 0.813
H 2.805 -2.962 2.635
C 2.479 2.441 -2.355
C 1.104 2.594 -2.169
C 1.320 -1.614 0.438
H 5.685 -2.417 -0.400
H 0.572 3.438 -2.579
O -1.653 -2.477 1.649
H -3.305 -0.507 2.760
O -2.401 3.823 1.280
H 1.615 -1.036 2.459
H -2.384 1.027 2.778
C 1.142 0.537 -0.916
H 4.764 -3.619 1.289
*
```

From a natural (NBO) analysis of the wavefunction, the atomic charges in e read: C -0.44; H 0.23; C 0.11; O -0.99; C 0.02; H 0.19; H 0.20; H 0.22; H 0.21; H 0.19; H 0.21; N -0.47; H 0.22; H 0.21; C 0.68; C -0.40; H 0.21; S 2.35; C -0.60; C 0.03; H 0.20; H 0.22; C -0.62; H 0.26; C -0.42; C 0.10; C -0.61; H 0.18; F -0.33; H 0.20; N 0.03; C -0.62; H 0.21; H 0.21; C -0.26; C -0.38; H 0.21; H 0.21; C -0.64; F -0.33; F -0.33; H 0.21; H 0.22; H 0.22; H 0.26; C -0.41; O -1.02; H 0.24; H 0.19; C -0.28; C -0.15; C -0.43; H 0.19; H 0.23; O -0.41; H 0.21; O -1.00; H 0.20; H 0.23; C 0.23; H 0.19